Entry from the OMol25 dataset: C71H63BrN6O7Ti as an isolated structure at a distorted geometry (ωB97M-V with the def2-TZVPD basis set).

## Properties
E_LUMO: 0.3650 eV

The geometry in ORCA input format:
```
! RIJCOSX wB97M-V def2-TZVPD def2/J DEFGRID3
* xyz 0 1
Ti 0.318 0.273 -0.625
O 1.884 0.566 0.121
C 3.133 0.079 0.473
C 3.061 -1.429 0.807
C 2.050 -2.321 0.104
C 2.008 -3.669 0.446
C 1.102 -4.497 -0.187
C 0.312 -3.990 -1.212
C 0.427 -2.653 -1.538
C -0.252 -2.068 -2.757
C 0.591 -0.901 -3.330
O 0.737 0.148 -2.386
C 0.029 -0.356 -4.648
C -1.141 -0.814 -5.234
C -1.526 -0.361 -6.493
C -0.759 0.578 -7.164
C 0.403 1.061 -6.570
C 0.798 0.583 -5.332
C 1.926 -1.572 -3.763
C 1.923 -2.478 -4.826
C 3.091 -3.120 -5.210
C 4.284 -2.854 -4.550
C 4.300 -1.932 -3.517
C 3.121 -1.301 -3.128
N 1.239 -1.840 -0.838
C 4.189 0.465 -0.596
C 3.913 1.526 -1.457
C 4.882 2.010 -2.322
C 6.153 1.451 -2.331
C 6.437 0.396 -1.476
C 5.462 -0.091 -0.615
C 3.710 0.859 1.681
C 3.476 2.233 1.740
C 4.125 3.024 2.674
C 5.024 2.455 3.569
C 5.232 1.085 3.543
C 4.578 0.292 2.605
H 4.040 -1.888 0.660
H 2.825 -1.498 1.863
H 2.674 -4.054 1.210
H 1.030 -5.542 0.089
H -0.370 -4.630 -1.759
H -0.336 -2.850 -3.507
H -1.253 -1.714 -2.514
H -1.765 -1.543 -4.726
H -2.429 -0.749 -6.951
H -1.065 0.936 -8.139
H 1.007 1.803 -7.080
H 1.723 0.929 -4.884
H 1.006 -2.673 -5.372
H 3.070 -3.825 -6.033
H 5.196 -3.360 -4.847
H 5.227 -1.693 -3.009
H 3.109 -0.586 -2.332
H 2.921 1.955 -1.455
H 4.642 2.830 -2.990
H 6.919 1.837 -2.993
H 7.425 -0.049 -1.475
H 5.718 -0.905 0.054
H 2.787 2.675 1.029
H 3.938 4.092 2.692
H 5.554 3.074 4.283
H 5.915 0.628 4.248
H 4.783 -0.773 2.599
O -5.393 -1.583 -0.579
C -4.867 -0.764 0.397
C -5.713 -0.415 1.439
C -5.257 0.407 2.457
C -3.947 0.870 2.443
C -3.110 0.521 1.396
C -3.561 -0.280 0.354
C -2.650 -0.647 -0.814
O -1.324 -0.489 -0.523
N -3.270 0.012 -2.026
N -2.808 0.990 -2.807
C -3.739 1.452 -3.571
C -3.681 2.469 -4.623
Br -2.082 3.464 -4.946
C -4.716 2.835 -5.384
C -6.077 2.280 -5.458
C -7.088 3.124 -5.936
C -8.390 2.678 -6.089
C -8.717 1.363 -5.783
C -7.725 0.507 -5.327
C -6.423 0.958 -5.164
H -4.689 -1.950 -1.122
H -6.726 -0.800 1.432
H -5.928 0.680 3.262
H -3.578 1.508 3.238
H -2.088 0.861 1.364
H -2.819 -1.721 -1.008
H -4.274 -0.107 -2.054
H -4.750 1.076 -3.406
H -4.544 3.672 -6.051
H -6.840 4.150 -6.187
H -9.151 3.354 -6.461
H -9.732 1.005 -5.912
H -7.961 -0.529 -5.113
H -5.662 0.257 -4.854
C -0.647 -2.057 7.581
O -0.241 -1.383 6.406
C 0.737 -0.439 6.523
C 1.399 -0.138 7.695
C 2.407 0.826 7.699
C 2.755 1.450 6.518
C 2.093 1.140 5.330
C 1.058 0.216 5.319
N 0.303 -0.176 4.215
C 0.333 0.171 2.871
N 0.569 1.485 2.626
C -0.003 2.375 1.667
C -0.352 2.096 0.334
C -1.118 3.103 -0.272
C -1.412 4.320 0.308
C -0.933 4.618 1.576
C -0.252 3.634 2.253
O 0.204 3.789 3.539
C 0.269 5.103 4.057
N 0.013 -0.687 1.959
C -0.257 -2.035 2.308
C -1.431 -2.594 1.804
C -1.820 -3.894 2.094
C -1.016 -4.691 2.888
C 0.181 -4.182 3.377
C 0.565 -2.877 3.098
O 1.740 -2.366 3.551
C 2.451 -3.085 4.543
H -1.430 -2.746 7.278
H -1.045 -1.361 8.322
H 0.178 -2.620 8.025
H 1.142 -0.643 8.617
H 2.910 1.068 8.627
H 3.554 2.180 6.498
H 2.423 1.608 4.412
H -0.194 -1.035 4.384
H 0.722 2.000 3.477
H -1.516 2.929 -1.247
H -2.001 5.052 -0.232
H -1.120 5.584 2.027
H 0.805 5.028 5.000
H -0.727 5.512 4.244
H 0.810 5.768 3.379
H -2.054 -1.961 1.191
H -2.755 -4.278 1.702
H -1.304 -5.706 3.135
H 0.816 -4.817 3.981
H 3.238 -2.417 4.885
H 2.899 -4.000 4.142
H 1.803 -3.340 5.386
*
```